C28H42Br39ClF3N6O7P2S | ωB97M-V/def2-TZVPD

Structure (XYZ):
```
129
Properties=species:S:1:pos:R:3:forces:R:3
C 2.426 -3.536 -4.076 0.1200 -0.6001 0.3394
C 3.083 -3.453 -2.669 0.0469 -0.7350 -0.7198
O 2.698 -2.319 -1.906 -0.0938 -0.0212 -0.5025
C 3.321 -1.133 -2.390 -0.2874 -0.0037 0.3737
C 2.305 0.037 -2.533 0.9423 -0.4664 0.6731
O 1.312 -0.150 -1.518 -0.2913 -0.0114 -0.3907
C 0.091 0.442 -1.823 0.6666 0.3117 -0.5156
N -0.591 0.634 -0.523 -1.0343 0.3591 0.0924
C -1.215 -0.370 0.046 -1.3159 -0.7458 1.2151
N -1.928 -0.258 1.238 -0.7386 -0.2181 -1.3196
C -3.272 0.404 1.245 -0.1865 1.8441 0.4785
C -3.455 1.352 2.475 -0.8299 -0.9308 -0.4520
C -4.393 2.565 2.232 0.1252 -0.3029 1.0880
O -4.213 3.448 3.335 0.4521 0.0422 -0.4039
C -3.077 4.261 3.162 -0.1258 0.6493 0.0103
C -1.788 -1.577 1.835 1.2025 -0.7331 1.8489
Cl -0.035 -1.515 2.443 -0.1642 -0.3858 -0.5629
P -2.768 -1.919 3.435 -2.0192 0.2232 0.6478
N -2.062 -3.329 4.107 0.6128 1.3947 -0.4059
O -2.305 -0.672 4.426 0.1856 -0.6090 -0.8591
C -1.994 -2.509 0.621 -0.8279 0.8636 -0.4443
C -3.490 -2.572 0.104 -0.7983 0.0207 -0.3858
N -3.694 -1.682 -1.058 0.0005 -0.2961 0.2739
C -1.565 -3.979 0.732 0.3526 -0.3320 0.7029
F -2.465 -4.565 1.535 -0.1368 0.0413 -0.0226
F -1.600 -4.623 -0.434 0.0314 0.2893 -0.3983
F -0.376 -4.179 1.278 0.2354 0.1414 -0.1511
N -1.292 -1.665 -0.390 1.6154 -0.4587 0.2712
O -0.084 -2.281 -0.790 0.6797 -0.1135 -0.9668
C -0.156 -2.552 -2.085 -0.7787 0.2150 0.6748
N -0.507 -2.722 -3.168 0.3849 -0.0745 -0.1172
P -0.518 2.209 0.229 2.5694 3.1732 -0.0281
O -1.903 3.006 -0.034 0.2385 -2.0356 0.7063
O -0.219 2.024 1.804 -1.5030 -0.9172 -1.0635
S 0.916 3.285 -0.505 -0.2788 -0.6043 -0.2265
H 1.599 -4.252 -4.015 -0.0828 0.4062 -0.1796
H 2.041 -2.567 -4.406 0.1191 -0.1984 -0.0520
H 3.120 -3.958 -4.825 -0.2106 0.4226 0.3411
H 2.775 -4.347 -2.114 0.0682 0.3226 0.1699
H 4.175 -3.522 -2.783 -0.1377 0.2711 0.2296
H 3.804 -1.360 -3.348 -0.0053 0.4116 0.0850
H 4.085 -0.847 -1.654 -0.0743 -0.0067 -0.2325
H 1.878 0.098 -3.540 -0.0958 -0.0553 0.2079
H 2.857 0.946 -2.256 -0.2639 0.0714 -0.5619
H 0.256 1.410 -2.313 -0.3152 0.0450 0.4425
H -0.539 -0.154 -2.504 -0.0226 -0.0958 0.4647
H -3.360 0.989 0.322 0.1500 -0.2382 0.1058
H -4.113 -0.290 1.248 0.4652 -0.3351 -0.1832
H -3.953 0.740 3.239 0.2847 0.3272 0.0918
H -2.489 1.645 2.889 -0.1327 0.1144 -0.1983
H -5.466 2.277 2.321 1.1677 0.4465 -0.1824
H -4.203 3.075 1.276 -0.1871 -0.0767 0.0593
H -2.827 4.767 4.101 -0.1554 -0.2717 -0.0504
H -2.185 3.694 2.851 -0.1332 0.0265 0.0547
H -3.305 5.061 2.432 0.2098 -0.2325 -0.0175
H -1.056 -3.190 4.224 0.0282 -0.3209 -0.0607
H -2.455 -3.417 5.043 -0.2095 -0.3516 -0.1616
H -1.859 -0.998 5.220 0.1234 0.2017 0.0189
H -4.192 -2.334 0.907 0.2078 0.0756 -0.0556
H -3.749 -3.587 -0.217 0.3980 -0.0187 0.4748
H -4.688 -1.609 -1.249 -0.1004 0.0710 0.2383
H -3.331 -2.201 -1.856 0.0864 0.3630 -0.1489
H -2.025 3.654 0.682 -0.2016 0.1696 -0.1829
H 0.045 2.889 2.170 0.2526 -0.0464 0.0101
C 1.772 4.720 4.090 0.2159 0.0364 0.1944
Br 0.359 5.541 3.062 0.0049 -0.0215 -0.0527
Br 2.350 5.839 5.545 -0.1611 -0.0855 -0.1842
Br 1.258 2.957 4.688 -0.0527 0.1068 -0.1069
H 2.617 4.596 3.428 -0.0526 -0.0018 -0.0295
C 1.068 4.231 9.452 0.0226 0.0244 -0.0091
Br -0.776 4.246 8.882 0.1029 0.0082 -0.0164
Br 2.161 3.165 8.276 -0.0354 0.0113 0.1905
Br 1.770 6.014 9.653 -0.0669 -0.1234 -0.0572
H 1.097 3.764 10.426 -0.0096 0.0127 -0.0202
C -3.630 0.073 8.343 -0.2402 0.0458 -0.0955
Br -4.925 -1.202 8.977 0.1312 0.0831 -0.0921
Br -1.972 -0.785 7.844 0.0600 -0.0269 0.1037
Br -4.325 1.158 6.909 0.0910 -0.0569 0.0770
H -3.404 0.738 9.165 0.0622 -0.0276 -0.0219
C -8.108 -0.180 0.331 -0.1324 0.0422 0.0023
Br -6.905 0.936 1.361 -0.5292 -0.5982 -0.4954
Br -8.143 0.344 -1.522 0.0832 -0.0501 0.1482
Br -7.722 -2.057 0.539 0.1329 0.1032 -0.0062
H -9.102 -0.025 0.728 0.0285 0.0214 -0.0070
C -2.725 6.026 -2.423 0.0587 -0.0780 -0.1916
Br -2.259 6.167 -0.556 -0.0849 0.2604 0.0388
Br -4.572 6.489 -2.730 0.1050 -0.0232 0.0358
Br -1.530 7.049 -3.531 -0.1086 -0.0460 0.1321
H -2.608 4.987 -2.700 -0.0026 0.0128 0.0366
C 1.601 9.312 -1.414 -0.0347 0.0331 -0.0178
Br 0.076 10.414 -0.993 0.0774 -0.1066 -0.0507
Br 1.377 7.512 -0.758 0.0378 0.0291 -0.0134
Br 2.004 9.335 -3.299 -0.0678 -0.0242 0.1190
H 2.453 9.736 -0.900 -0.0158 -0.0113 -0.0161
C 7.013 -4.736 -4.931 0.2070 0.1233 -0.1172
Br 8.839 -4.361 -5.418 -0.1661 0.0072 0.1094
Br 6.821 -5.026 -3.032 -0.0155 0.0123 -0.1037
Br 5.815 -3.364 -5.569 0.2281 -0.0218 0.0677
H 6.732 -5.657 -5.421 -0.0008 0.0059 -0.0014
C -7.337 5.684 5.004 0.0215 0.0061 0.0105
Br -6.429 6.848 6.244 -0.0314 -0.0911 -0.1090
Br -7.229 6.343 3.194 0.0356 -0.0522 0.1002
Br -6.695 3.872 5.133 -0.1910 0.0958 0.1206
H -8.382 5.676 5.280 0.0202 0.0106 -0.0171
C 10.099 -3.830 -1.211 0.0405 -0.0305 -0.0211
Br 9.710 -2.905 0.436 0.0335 -0.0507 -0.1015
Br 10.719 -2.622 -2.578 0.0148 -0.0109 0.1581
Br 11.325 -5.291 -0.940 -0.0789 0.1189 -0.0132
H 9.170 -4.256 -1.564 0.0245 0.0165 -0.0068
C 10.343 -5.918 -8.601 0.0457 -0.0399 -0.0258
Br 9.044 -7.294 -8.240 0.0914 0.0701 -0.0013
Br 12.086 -6.656 -8.965 -0.1355 0.0480 0.0024
Br 9.754 -4.740 -10.010 0.0186 -0.0856 0.0875
H 10.431 -5.321 -7.705 -0.0142 -0.0169 -0.0215
C 4.745 -7.681 -7.718 0.0634 -0.0320 -0.1494
Br 4.392 -6.742 -6.068 -0.1446 -0.1829 -0.0628
Br 5.402 -6.489 -9.081 -0.0631 -0.0610 0.1394
Br 5.920 -9.186 -7.441 -0.0584 0.1482 0.0026
H 3.802 -8.076 -8.067 0.0028 0.0139 0.0513
C 2.957 -5.421 3.561 0.0621 -0.1384 -0.0426
Br 1.433 -4.364 4.099 0.1789 -0.1123 0.0417
Br 2.805 -7.245 4.158 -0.0241 0.1604 -0.0680
Br 3.252 -5.308 1.659 -0.0613 0.0185 0.1150
H 3.825 -4.996 4.045 -0.0374 0.0209 -0.0048
C -5.089 5.080 -6.619 -0.0205 0.0599 -0.0215
Br -6.334 3.710 -6.073 0.0913 0.0788 -0.0317
Br -3.373 4.335 -7.092 -0.1033 0.0353 0.0474
Br -5.806 6.174 -8.031 0.0572 -0.1147 0.0927
H -4.931 5.724 -5.765 0.0046 -0.0312 -0.0075
```
Forces are in eV/Å.

total charge: +1
E_HOMO: -0.41172 Eh
HOMO-LUMO gap: 7.624 eV